Entry 1:
Entry from the Open Molecules 2025 dataset: C26H24MnN6O3 as an isolated structure (ωB97M-V/def2-TZVPD).

```
60
Properties=species:S:1:pos:R:3:mulliken_spin:R:1
Mn -0.67 0.25 -1.07 3.998
O -2.04 -0.13 1.11 0.016
O 0.09 0.41 0.88 0.053
O -0.73 -1.69 -1.27 -0.013
N -1.79 2.84 -1.33 0.209
N -0.71 2.17 -1.38 -0.191
N -0.42 -3.89 -1.02 0.006
N 0.60 -2.44 0.43 0.010
N 1.17 0.51 -1.67 -0.054
N -2.69 0.66 -1.36 0.036
C 0.12 -5.08 -0.37 -0.001
C 2.97 -2.61 -2.55 0.008
C 0.39 1.32 4.97 0.000
C -3.73 -0.18 -1.32 0.031
C -1.73 0.22 5.30 0.000
C 3.09 3.64 -1.67 -0.015
C 3.95 -1.69 -0.56 0.010
C 3.06 -0.63 -0.61 -0.031
C 3.91 -2.68 -1.52 -0.016
C -0.97 0.24 1.61 -0.040
C -0.19 -2.65 -0.61 -0.015
C 2.13 -0.55 -1.63 0.024
C -5.25 1.65 -1.28 -0.005
C 0.28 1.13 3.60 0.004
C 2.04 4.58 -1.50 -0.030
C 2.08 -1.54 -2.60 -0.024
C -4.17 2.52 -1.30 0.036
C 2.88 2.29 -1.71 -0.007
C 1.55 1.80 -1.59 0.016
C 0.75 4.15 -1.40 0.026
C -0.61 0.86 5.82 0.001
C -2.90 1.98 -1.33 -0.004
C -5.03 0.28 -1.29 0.030
C -0.84 0.49 3.08 0.011
C 0.51 2.76 -1.45 -0.103
C -1.85 0.04 3.93 0.001
H 3.06 0.14 0.16 0.002
H 4.61 -3.51 -1.49 -0.001
H 1.04 1.48 2.92 0.004
H -3.49 -1.23 -1.31 -0.001
H 1.20 -5.01 -0.27 0.000
H 2.94 -3.37 -3.32 0.000
H 1.35 -1.47 -3.40 0.003
H 4.68 -1.74 0.25 0.000
H -2.51 -0.13 5.97 0.000
H 3.70 1.61 -1.86 0.004
H -0.10 -5.94 -1.00 0.000
H -4.29 3.59 -1.28 0.000
H -0.51 1.00 6.89 0.000
H -5.85 -0.43 -1.25 0.000
H 2.26 5.64 -1.46 -0.002
H 1.25 1.83 5.38 0.000
H -0.08 4.83 -1.28 0.004
H -2.72 -0.44 3.50 0.002
H 0.76 -1.48 0.72 0.007
H -1.04 -3.99 -1.80 0.001
H -6.26 2.03 -1.25 0.000
H 0.96 -3.19 0.98 0.000
H -0.33 -5.24 0.61 0.000
H 4.11 4.01 -1.76 -0.001
```

The calculated total energy comes out at -73752.195 eV. As for the total charge: +1. The multiplicity is 5. The value obtained for the largest force on an atom is 0.02078 hartree/bohr.



Entry 2:
Entry from the Open Molecules 2025 dataset: a 3-piece molecular cluster, C5H14O3 overall (ωB97M-V/def2-TZVPD).

```
22
Properties=species:S:1:pos:R:3:lowdin_charge:R:1
O -1.06 5.16 2.84 -0.052
O 2.65 -2.85 1.66 -0.113
O 0.08 -2.49 -0.25 0.026
C 0.41 0.10 0.07 -0.065
C -0.97 -2.03 -0.58 -0.250
C -0.68 0.45 -1.00 -0.388
C 0.00 1.31 -2.08 -0.086
C -0.99 -0.86 -1.60 -0.169
H 0.63 2.04 -1.72 0.044
H -0.17 -1.26 -2.32 0.152
H -0.03 -0.49 0.84 0.066
H 2.03 -3.14 0.84 0.102
H -1.98 -0.96 -2.14 0.130
H -1.54 1.02 -0.65 0.143
H 0.57 1.01 0.65 0.078
H -1.87 -2.38 -0.18 0.106
H -0.64 1.80 -2.73 0.048
H -0.70 5.31 3.70 0.015
H -1.48 6.01 2.63 0.037
H 1.29 -0.13 -0.46 0.084
H 0.69 0.81 -2.84 0.109
H 3.14 -2.08 1.46 -0.016
```

The calculated total energy comes out at -11552.529 eV. As for the total charge: 0. The value obtained for the largest force on an atom is 0.09139 hartree/bohr.



Entry 3:
Entry from the Open Molecules 2025 dataset: an isolated molecule of C2F6N4 (ωB97M-V/def2-TZVPD).

```
12
Properties=species:S:1:pos:R:3:lowdin_charge:R:1
F -1.42 2.26 0.68 0.005
F -2.41 -1.57 -0.63 0.014
F 3.42 0.33 1.33 0.042
F -1.29 1.74 -1.43 0.006
F 3.50 -0.28 -0.76 0.040
F -2.67 -0.84 1.40 0.007
N -2.24 -0.43 0.14 -0.041
N 2.84 -0.54 0.43 -0.087
N 1.55 -0.39 0.33 0.181
N -0.73 1.42 -0.19 -0.070
C 0.34 -0.38 0.31 0.130
C -0.94 0.03 0.15 -0.228
```

The calculated total energy comes out at -24324.051 eV. As for the total charge: 0. The value obtained for the largest force on an atom is 0.04617 hartree/bohr.



Entry 4:
Entry from the Open Molecules 2025 dataset: an isolated molecule of C2H4N2P2 (ωB97M-V/def2-TZVPD).

```
10
Properties=species:S:1:pos:R:3:lowdin_charge:R:1
P -2.47 0.72 0.73 0.817
P 1.78 0.27 0.26 0.752
N 0.09 0.39 0.33 -0.445
N -0.92 -0.97 -0.74 0.114
C -2.07 -0.57 -0.49 -0.567
C -0.78 1.13 0.91 -0.558
H 1.85 -0.13 -1.09 -0.130
H 1.89 -1.10 0.97 -0.065
H -0.63 1.97 1.47 0.016
H -2.89 -0.99 -1.08 0.067
```

The calculated total energy comes out at -23692.549 eV. As for the total charge: 0. The value obtained for the largest force on an atom is 0.08123 hartree/bohr.



Entry 5:
Entry from the Open Molecules 2025 dataset: an isolated molecule of C15H15F5N8O2 (ωB97M-V/def2-TZVPD).

```
45
Properties=species:S:1:pos:R:3:lowdin_charge:R:1
F 3.16 1.15 3.02 0.076
F 1.62 -1.92 -3.45 0.108
F 2.72 -0.13 4.94 0.078
F 3.58 -1.05 -4.01 0.122
F 3.16 -1.68 -1.84 0.115
O 0.83 0.50 -2.52 0.069
O -6.77 1.27 0.46 -0.133
N -1.61 -1.52 1.91 0.067
N -2.77 -1.52 1.52 0.053
N -0.90 0.09 -1.13 0.216
N -2.78 -0.81 0.34 -0.021
N -5.91 2.35 -0.14 0.165
N 1.14 -0.20 -0.24 0.252
N -6.22 -0.05 0.14 0.146
N 1.49 -0.81 1.87 -0.030
C 2.66 -1.11 -3.01 -0.457
C 2.15 0.33 -2.95 -0.309
C 0.64 -0.72 0.80 -0.286
C -4.99 0.25 -0.28 -0.190
C -4.82 1.71 -0.50 -0.312
C -1.40 -0.49 -0.02 -0.170
C 3.10 1.29 -2.26 -0.024
C -0.65 -0.96 0.98 -0.114
C -3.78 2.35 -1.37 -0.033
C -3.89 -0.80 -0.73 -0.002
C 1.25 -0.16 3.14 -0.044
C 2.68 -0.02 3.59 -0.516
C 3.51 -1.15 3.05 -0.040
C 2.90 -1.12 1.66 -0.159
C 0.38 0.08 -1.31 -0.352
H 4.20 1.21 -2.65 0.127
H 3.21 -2.16 3.45 0.150
H -4.08 2.21 -2.41 0.089
H 4.60 -1.11 3.15 0.135
H 3.08 1.17 -1.15 0.081
H -4.32 -1.78 -0.71 0.103
H -2.81 1.92 -1.18 0.039
H 0.77 0.86 3.18 0.166
H -3.45 -0.61 -1.69 0.105
H 2.98 -2.10 1.20 0.125
H 3.40 -0.48 0.98 0.094
H 2.76 2.32 -2.67 0.117
H 0.71 -0.80 3.82 0.123
H -3.69 3.49 -1.04 0.133
H 2.18 0.72 -3.92 0.137
```

The calculated total energy comes out at -45395.902 eV. As for the total charge: 0. The value obtained for the largest force on an atom is 0.12704 hartree/bohr.



Entry 6:
Entry from the Open Molecules 2025 dataset: an isolated molecule of C4H4N2OS (ωB97M-V/def2-TZVPD).

```
12
Properties=species:S:1:pos:R:3:lowdin_charge:R:1
S 3.36 -1.19 0.02 0.621
O 2.78 2.39 -0.05 0.067
N -0.39 -0.93 -0.01 0.007
N 0.79 -1.57 -0.12 -0.014
C 1.82 -0.65 0.02 -0.755
C -0.24 0.37 0.07 -0.073
C 1.06 0.73 0.15 -0.141
C 1.63 2.05 0.01 -0.286
H 0.87 -2.55 0.25 0.172
H 0.64 2.65 -0.21 0.138
H -1.07 0.95 -0.10 0.117
H -1.24 -1.39 -0.18 0.148
```

The calculated total energy comes out at -20073.393 eV. As for the total charge: 0. The value obtained for the largest force on an atom is 0.09951 hartree/bohr.



Entry 7:
Entry from the Open Molecules 2025 dataset: an isolated molecule of C4H6N2S2 (ωB97M-V/def2-TZVPD).

```
14
Properties=species:S:1:pos:R:3:lowdin_charge:R:1
S -1.27 -0.41 1.99 0.762
S 2.47 2.08 -1.42 0.683
N 0.35 0.32 -1.48 0.084
N -0.08 0.05 0.75 -0.400
C -0.51 0.02 -0.53 -0.545
C -1.68 -0.68 -0.92 -0.071
C 1.45 1.02 -0.77 -0.893
C 1.49 0.58 0.69 -0.108
H 1.80 1.62 1.29 0.159
H -1.82 -1.04 -1.94 0.098
H -0.33 -1.46 2.39 -0.056
H -1.71 -1.69 -0.31 0.114
H -2.43 -0.12 -0.56 0.028
H 2.28 -0.27 0.82 0.143
```

The calculated total energy comes out at -28892.793 eV. As for the total charge: 0. The value obtained for the largest force on an atom is 0.09900 hartree/bohr.



Entry 8:
Entry from the Open Molecules 2025 dataset: C4H7I as an isolated structure (ωB97M-V/def2-TZVPD).

```
12
Properties=species:S:1:pos:R:3:lowdin_charge:R:1
I -2.68 0.10 0.73 0.826
C 0.89 -0.90 0.99 -0.001
C -0.17 1.39 -0.73 -0.064
C 0.14 0.10 1.39 -0.291
C -0.70 0.70 0.27 -0.833
H 0.92 1.31 -0.99 0.107
H 1.39 -1.55 1.63 0.047
H 0.12 -1.04 -1.80 0.018
H 0.80 -1.08 -0.03 -0.012
H -0.97 1.70 -1.33 0.031
H 0.27 -1.42 -2.45 0.069
H -0.01 0.69 2.31 0.104
```

The calculated total energy comes out at -12358.811 eV. As for the total charge: 0. The value obtained for the largest force on an atom is 0.05602 hartree/bohr.